No. 1
{"formula": "C31H26F6N7O7S2Se2Tl", "method": "the ωB97M-V functional and the def2-TZVPD basis", "species": ["Tl", "Se", "Se", "S", "S", "F", "F", "F", "F", "F", "F", "O", "O", "O", "O", "O", "O", "O", "N", "N", "N", "N", "N", "N", "N", "C", "C", "C", "C", "C", "C", "C", "C", "C", "C", "C", "C", "C", "C", "C", "C", "C", "C", "C", "C", "C", "C", "C", "C", "C", "C", "C", "C", "C", "C", "C", "H", "H", "H", "H", "H", "H", "H", "H", "H", "H", "H", "H", "H", "H", "H", "H", "H", "H", "H", "H", "H", "H", "H", "H", "H", "H"], "positions_angstrom": [[0.551852, -0.476171, -0.244382], [4.250885, 1.484965, -1.519113], [3.287983, 1.788488, -3.563415], [1.088996, 1.209102, 3.113148], [2.362305, 2.305741, 1.099046], [4.950662, 3.103406, 1.350916], [-0.364573, 1.251276, 5.387639], [-0.074070, 3.200517, 4.552820], [3.875693, 3.133472, 3.208276], [3.530704, 4.665559, 1.750512], [-1.497066, 1.854813, 3.672653], [-0.465158, -1.974289, -2.374543], [2.142205, 3.041253, -0.108317], [0.982197, -2.598311, 1.233797], [2.299199, -3.306170, 3.643338], [2.188548, 1.067400, 4.014257], [2.946899, 1.003786, 1.037140], [0.481618, 0.056825, 2.553874], [3.080947, -0.913533, -2.120050], [-2.343663, -1.882894, -1.016070], [-2.895127, 2.761794, 1.297205], [-1.507697, -2.086842, 0.053446], [1.213716, 2.462722, 2.144827], [-1.508523, 1.789557, -0.098293], [0.635483, 1.261250, -2.919638], [-3.938865, -1.320339, -3.209344], [-4.101412, -0.664210, -5.513582], [-1.811305, 3.594108, 1.175354], [-0.658159, 1.494774, -2.785133], [3.749416, 3.347056, 1.897444], [3.416675, -3.010552, -1.052496], [-1.161580, -2.958704, 2.260588], [-1.847589, -3.386351, 3.399635], [0.281905, -2.888858, 2.249024], [-1.956683, -1.134462, -4.551246], [1.428240, 2.260389, -3.222807], [-3.665498, 0.602898, 0.333141], [4.676932, -1.100808, -0.352499], [-2.722444, -0.750118, -5.634247], [0.992072, 3.563989, -3.399940], [4.373772, -2.442965, -0.221333], [-0.364182, 3.808940, -3.269356], [-2.557837, -1.433557, -3.327746], [3.035110, -2.197190, 3.164424], [-1.688395, -1.789095, -2.165086], [-1.211515, 2.752647, -2.971982], [3.980840, -0.388070, -1.317773], [-0.281841, 1.914769, 4.225622], [0.186848, -3.622379, 4.606857], [-1.955833, -2.664141, 1.099576], [0.908363, -3.253932, 3.495758], [-4.703622, -0.939428, -4.294291], [-1.202158, -3.709021, 4.570528], [2.790576, -2.200032, -1.987204], [-2.660274, 1.675778, 0.509934], [-0.971820, 2.978492, 0.298064], [2.009848, -2.567663, -2.637495], [-4.030594, 0.268819, 1.301329], [-0.878665, -1.186709, -4.610296], [-2.248793, -0.499719, -6.577467], [-0.024135, 3.311281, -0.069880], [-1.270093, 0.643241, -2.532771], [-1.756488, -4.005303, 5.453558], [-4.505083, 0.972200, -0.262121], [-2.277142, 2.900184, -2.873644], [1.702598, 4.342337, -3.632440], [5.400444, -0.602073, 0.275710], [4.873942, -3.039206, 0.527952], [-4.381662, -1.519377, -2.246212], [2.922511, -2.072177, 2.085062], [-3.671257, 2.885820, 1.926496], [-3.213227, -0.244334, -0.186292], [-4.704644, -0.366156, -6.363638], [4.078399, -2.413042, 3.414361], [-2.932300, -3.451994, 3.359434], [-1.724469, 4.509653, 1.724343], [0.723118, -3.859277, 5.517377], [-0.755228, 4.810262, -3.395181], [-5.778015, -0.838989, -4.193083], [-3.006180, -3.000187, 1.144428], [3.147759, -4.051979, -0.965123], [2.725603, -1.268956, 3.656635]], "forces_ev_per_angstrom": [[-0.1, -0.6, 0.0], [0.7, 0.3, -0.4], [0.0, 0.5, -0.6], [-1.1, 1.0, 1.9], [1.6, 1.7, 0.4], [-0.1, -0.3, -0.3], [0.4, -0.3, -0.2], [0.3, 0.1, -0.2], [-0.1, -0.2, 0.0], [-0.3, 0.0, -0.2], [0.1, -0.2, -0.3], [0.2, 0.2, -0.1], [-0.6, 0.2, 0.1], [0.1, 0.1, -0.2], [-0.7, -0.3, -0.2], [0.3, -0.2, 0.2], [0.1, -0.5, 0.4], [-0.3, -0.6, -0.4], [0.0, 0.0, 0.0], [-0.5, -0.1, -0.1], [-0.1, 0.0, 0.0], [0.5, 0.0, -0.1], [0.1, -0.4, -0.3], [-0.3, -0.4, -0.1], [-0.1, -0.5, 0.0], [0.1, 0.0, 0.1], [-0.1, 0.1, -0.1], [0.2, 0.3, -0.2], [-0.2, 0.1, -0.2], [-0.1, 0.1, 0.1], [0.0, 0.0, 0.0], [0.5, 0.0, 0.5], [-0.1, 0.0, 0.1], [0.0, -0.3, 0.2], [0.1, -0.1, 0.3], [0.6, 0.0, 0.1], [0.1, 0.0, 0.0], [-0.1, 0.1, 0.0], [-0.1, 0.1, -0.2], [0.2, 0.0, 0.0], [0.0, 0.0, -0.1], [-0.2, -0.1, 0.0], [-0.1, 0.2, -0.4], [0.2, 0.3, -0.2], [0.2, -0.5, 0.6], [0.1, 0.2, -0.2], [-0.1, -0.2, -0.4], [-0.1, 0.3, 0.2], [0.2, 0.0, -0.1], [-0.4, 0.1, -0.7], [0.4, 0.1, 0.4], [-0.2, 0.1, -0.2], [-0.3, -0.1, 0.2], [0.2, -0.4, 0.1], [-0.3, 0.1, 0.1], [-0.4, 0.5, 0.2], [-0.1, -0.1, 0.0], [-0.1, -0.1, 0.1], [0.1, 0.0, 0.0], [0.0, 0.0, 0.0], [0.2, 0.1, 0.0], [-0.1, 0.0, 0.0], [0.0, 0.0, 0.0], [-0.1, 0.0, 0.0], [0.0, 0.0, 0.1], [0.0, 0.1, 0.0], [0.0, 0.0, 0.1], [0.0, -0.1, 0.1], [-0.1, -0.1, 0.1], [0.0, 0.0, 0.2], [0.1, -0.1, -0.1], [-0.1, 0.0, 0.0], [0.0, 0.0, 0.0], [0.0, 0.1, 0.0], [0.0, 0.0, -0.1], [0.0, 0.1, 0.1], [0.1, 0.0, 0.0], [0.0, 0.1, 0.0], [0.0, 0.0, 0.0], [0.1, 0.1, -0.2], [-0.1, 0.0, 0.1], [0.1, -0.1, 0.0]], "total_charge": -2, "max_force_ev_per_a": 2.40, "e_tot_ev": -230694.43646, "e_homo_ha": -0.0461, "lumo_ev": 4.1, "molar_mass_da": 1149.0}

---

No. 2
{"formula": "C2H9AlLaN", "method": "the ωB97M-V functional and the def2-TZVPD basis", "species": ["La", "Al", "N", "C", "C", "H", "H", "H", "H", "H", "H", "H", "H", "H"], "positions_angstrom": [[-0.012781, -2.018805, 1.377376], [-1.597635, -0.358039, -0.079722], [0.877214, 1.022059, -0.712627], [-0.229641, 1.185528, 0.199936], [1.466251, -0.130987, -0.220890], [-0.575794, -1.678826, -0.418329], [0.710592, 0.980810, -1.702755], [2.396088, 0.026394, 0.311862], [1.681984, -0.903888, -0.947483], [-2.147751, -0.680665, 1.422445], [-2.731811, -0.116215, -1.132496], [0.149797, 1.004450, 1.187857], [-0.630419, 2.172752, 0.245087], [0.643903, -0.504563, 0.469740]], "forces_ev_per_angstrom": [[0.3, -3.1, 4.6], [-2.7, 2.7, -2.5], [-0.7, -0.4, 0.8], [0.2, 0.4, -0.2], [2.1, -1.0, -0.7], [-1.1, 0.3, -1.5], [-0.5, 0.3, -0.3], [0.1, 0.1, 0.8], [0.2, -0.2, -0.6], [1.0, -1.3, 0.4], [0.2, -0.2, 0.0], [0.4, 0.6, 0.8], [-0.9, 0.6, -0.3], [1.4, 1.2, -1.2]], "total_charge": 2, "max_force_ev_per_a": 5.57, "e_tot_ev": -11143.50963, "e_homo_ha": -0.6157, "lumo_ev": -10.4, "molar_mass_da": 213.0}

---

No. 3
{"formula": "C16H34GeIrN2O5", "method": "the ωB97M-V functional and the def2-TZVPD basis", "species": ["Ir", "Ge", "O", "O", "O", "O", "O", "N", "N", "C", "C", "C", "C", "C", "C", "C", "C", "C", "C", "C", "C", "C", "C", "C", "C", "H", "H", "H", "H", "H", "H", "H", "H", "H", "H", "H", "H", "H", "H", "H", "H", "H", "H", "H", "H", "H", "H", "H", "H", "H", "H", "H", "H", "H", "H", "H", "H", "H", "H"], "positions_angstrom": [[-0.604745, -0.194131, 0.124980], [1.204958, 0.712689, -2.263025], [0.211868, -1.229658, 2.660855], [1.134413, -1.366977, -0.671254], [-2.816787, 1.642206, -0.091844], [0.796177, 1.256565, -0.400932], [-0.599852, 0.091341, -1.915452], [-0.802115, -0.549220, 2.087403], [-2.267458, 0.822414, 0.681060], [0.918877, -3.524857, 0.284345], [-1.344143, 0.643827, -4.132902], [1.101755, 2.609860, 0.175192], [2.906432, -2.951762, -1.172111], [-1.836958, -0.119231, 2.743697], [-2.043514, -0.295630, 4.160023], [0.302366, 3.571977, -0.703740], [5.040648, -1.369689, 1.858241], [-4.044290, 1.156724, 2.476162], [-2.787150, 0.583909, 1.918495], [-2.609242, -0.866853, -2.545341], [0.570864, 2.519557, 1.585870], [2.608174, 2.896204, 0.054399], [-1.273755, -0.486218, -3.106648], [1.621446, -2.510569, -0.545389], [-0.396381, -1.673437, -3.525120], [-3.109280, 0.042156, -2.227652], [-0.825390, -2.245472, -4.400319], [-3.289608, -1.430523, -3.160851], [-4.710639, 0.345803, 2.742036], [1.029430, 1.648782, 2.077515], [3.352916, -2.112128, -1.710574], [-1.838345, 1.512893, -3.687353], [-1.129459, -0.451009, 4.756610], [-0.041714, -3.782914, -0.176893], [1.434284, -4.510231, 0.323399], [-2.411326, -1.465609, -1.625329], [-1.993850, 0.389352, -4.971415], [-2.519150, 0.590199, 4.600897], [0.608889, -1.336843, -3.828008], [5.530891, -2.239955, 1.458563], [-0.336666, -2.364530, -2.692570], [0.779352, 3.561798, -1.648300], [0.000941, -1.507787, 3.565378], [2.957947, 2.740421, -0.996837], [4.673008, -1.464696, 2.863701], [0.701722, -3.204617, 1.309829], [0.983687, 3.353879, 2.162321], [3.220410, 2.385534, 0.777767], [-4.599346, 1.730686, 1.732935], [3.545153, -3.360538, -0.405288], [2.780539, -3.798879, -1.895715], [-0.736572, 3.349202, -0.846187], [-0.490564, 2.504664, 1.702605], [2.769875, 3.992102, 0.216305], [-2.710369, -1.175176, 4.299859], [-0.378138, 0.928773, -4.592656], [5.230738, -0.363100, 1.477903], [-3.854848, 1.814801, 3.320198], [0.383894, 4.553921, -0.258839]], "forces_ev_per_angstrom": [[-0.3, -1.0, -2.1], [-0.7, 0.4, 1.8], [-0.1, 0.3, -0.6], [0.0, 0.5, 0.3], [0.6, -1.0, 0.8], [1.5, 0.1, -1.1], [0.8, 0.9, 0.4], [0.7, -0.1, 0.2], [-0.7, 0.5, -1.1], [-0.2, -1.3, 0.2], [-0.2, 0.2, 0.0], [-0.8, -0.1, -0.4], [-0.7, 0.7, -1.3], [0.1, 0.0, -0.5], [-0.3, -0.6, 1.7], [0.7, 0.0, 1.2], [0.0, 0.4, 0.1], [0.1, 0.2, -1.5], [0.2, 0.9, 0.6], [-0.2, -0.3, 1.2], [2.1, 0.1, 0.8], [-0.6, 1.1, -0.6], [0.1, -0.5, -0.6], [0.1, -1.4, 0.6], [-0.8, -0.3, -1.1], [-0.3, 0.2, 0.0], [0.4, 0.8, 0.9], [0.0, -0.2, -0.5], [-0.1, -0.4, 0.5], [-0.2, 0.0, -0.1], [0.3, -0.2, 0.2], [0.3, 0.0, 0.1], [-0.2, 0.0, -0.3], [-0.1, 0.3, -0.1], [0.0, 0.9, 0.0], [-0.3, 0.1, -0.5], [0.1, -0.4, 0.0], [0.0, -0.3, -0.1], [-0.2, -0.2, 0.0], [0.1, 0.0, -0.3], [0.1, -0.2, 0.1], [0.5, 0.4, -1.3], [-0.3, 0.1, 0.3], [-0.2, -0.1, 0.8], [-0.2, 0.1, 0.2], [0.2, 0.2, -0.3], [-0.3, 0.1, -0.1], [0.2, -0.5, 0.1], [0.3, 0.0, -0.1], [0.3, 0.1, 0.4], [-0.3, 0.6, 0.6], [-0.6, -0.4, 0.2], [-0.8, 0.1, -0.2], [-0.2, -0.8, 0.0], [0.2, 0.5, 0.2], [-0.2, -0.2, 0.3], [0.0, -0.5, 0.0], [0.1, -0.1, 0.3], [0.0, 0.4, -0.2]], "total_charge": 3, "max_force_ev_per_a": 2.38, "multiplicity": 5, "e_tot_ev": -89680.57823, "e_homo_ha": [-0.5801, -0.7179], "lumo_ev": [-11.2, -13.6], "molar_mass_da": 599.3}